This record from OMol25 describes a molecular structure, C21H30EuN2Si in a non-equilibrium geometry. The level of theory is ωB97M-V with the def2-TZVPD basis set.

As for the total energy: -52444.10239 eV. As for the orbital gap (alpha / beta): 6.18 / 6.05 eV. The HOMO energy (alpha / beta) is -0.2257 / -0.2203 Eh. Its expectation value of S² is 15.76. As for the multiplicity: 8. The relative energy (zero: lowest compared OMol25 entry of this formula, charge and spin) is 4.566 eV.

```
55
Properties=species:S:1:pos:R:3:lowdin_spin:R:1
C 1.096 2.055 0.235 -0.002
C 0.142 2.185 -0.841 0.004
C -1.193 1.997 -0.277 -0.001
H 0.358 2.324 -1.896 0.003
C -1.048 1.755 1.141 -0.002
C 0.364 1.797 1.452 -0.007
H 0.793 1.615 2.441 0.000
H 2.182 2.088 0.128 0.001
H -2.111 1.955 -0.856 0.001
H -1.853 1.523 1.835 0.001
Eu -0.114 -0.140 -0.088 7.003
C -1.493 -3.811 -5.436 0.000
H -2.198 -3.821 -4.599 0.000
H -1.780 -3.032 -6.150 0.000
H -0.482 -3.620 -5.068 0.000
Si -0.081 -0.920 -2.504 0.004
C 1.579 -0.898 -3.261 -0.001
C 2.371 0.261 -3.312 -0.001
H 2.021 1.175 -2.840 0.000
C 3.621 0.258 -3.948 0.000
H 4.213 1.171 -3.978 0.000
C 4.111 -0.909 -4.533 -0.002
H 5.085 -0.916 -5.016 0.000
C 3.336 -2.070 -4.491 0.000
H 3.708 -2.985 -4.948 0.000
C 2.082 -2.064 -3.872 -0.003
H 1.489 -2.972 -3.856 0.000
C -1.223 0.177 -3.423 0.002
C -0.825 0.700 -4.667 -0.001
H 0.145 0.425 -5.074 0.000
C -1.646 1.571 -5.389 0.000
H -1.304 1.962 -6.345 0.000
C -2.900 1.931 -4.897 -0.001
H -3.540 2.605 -5.462 0.000
C -3.323 1.416 -3.673 0.000
H -4.302 1.684 -3.278 0.000
C -2.497 0.554 -2.946 0.000
H -2.843 0.180 -1.983 0.000
H -0.578 -2.296 -2.592 -0.001
H -1.517 -4.789 -5.940 0.000
N -0.127 -2.429 0.880 -0.002
C -0.323 -2.180 2.389 0.002
C 1.066 -2.496 3.026 0.000
C 2.183 -1.849 2.193 0.001
N 1.764 -0.500 1.962 0.000
H -0.662 -2.340 -0.023 0.001
H -0.231 -3.403 0.857 0.001
H -0.588 -1.146 2.580 0.000
H -1.069 -2.837 2.799 0.000
H 1.065 -2.072 4.035 0.000
H 1.283 -3.562 3.082 0.000
H 3.113 -1.808 2.722 0.000
H 2.313 -2.357 1.228 0.000
H 2.056 0.208 2.528 0.000
H 1.139 -0.506 1.228 0.000
```

This record from OMol25 describes a single C3H6N2O2S molecule in a non-equilibrium geometry. The level of theory is ωB97M-V with the def2-TZVPD basis set.

As for the total energy: -21110.14160 eV. As for the orbital gap (alpha / beta): 7.22 / 5.86 eV. The HOMO energy (alpha / beta) is -0.2291 / -0.3460 Eh. Its expectation value of S² is 2.02. As for the multiplicity: 3. The relative energy (zero: lowest compared OMol25 entry of this formula, charge and spin) is 4.495 eV.

```
14
Properties=species:S:1:pos:R:3:lowdin_spin:R:1
C 1.554 -0.389 -0.218 0.128
C 2.715 0.415 -0.799 0.485
C -2.682 0.498 1.169 0.001
N 3.917 0.133 -0.942 0.918
N 0.379 -0.129 -0.485 0.260
O -3.164 -1.065 -0.978 -0.001
O -0.696 -0.943 -0.102 0.068
S -2.203 -0.111 -0.533 0.001
H 1.978 -1.287 0.348 0.009
H 2.369 1.394 -1.253 0.072
H -1.918 0.448 1.927 0.000
H -3.738 0.170 1.521 0.000
H -2.695 1.554 0.903 0.000
H 4.184 -0.686 -0.557 0.059
```

This record from OMol25 describes 2 unconnected molecules or ions with the total composition C4H13P3 in a non-equilibrium geometry. The level of theory is ωB97M-V with the def2-TZVPD basis set.

As for the total energy: -32222.31452 eV. As for the orbital gap: 8.84 eV. The HOMO energy is -0.2886 Eh. The relative energy (zero: lowest compared OMol25 entry of this formula, charge and spin) is 2.196 eV.

```
20
Properties=species:S:1:pos:R:3:mulliken_charge:R:1
C -0.856 2.280 0.737 -0.800
P -0.877 1.132 -0.718 -0.080
P -0.784 -0.743 0.165 0.132
C -1.196 -1.970 -1.391 -1.164
P -2.692 -0.492 1.203 -0.167
H 0.177 2.492 1.106 0.256
H -1.315 3.160 0.317 0.283
H -1.432 1.732 1.516 0.251
H 0.542 0.945 -1.186 0.049
H -0.680 -1.613 -2.264 0.320
H -0.732 -2.917 -1.033 0.295
H -2.243 -1.993 -1.621 0.486
H -3.107 -1.303 0.093 0.065
H -2.591 -1.548 2.129 0.088
C 2.964 -0.341 -0.327 -0.184
C 3.036 0.590 0.589 -0.162
H 3.795 -1.049 -0.474 0.263
H 1.918 -0.522 -0.692 -0.097
H 3.925 0.855 1.111 0.302
H 2.148 1.304 0.739 -0.136
```

This record from OMol25 describes a molecular structure, C19H18N2PtS5 in a non-equilibrium geometry. The level of theory is ωB97M-V with the def2-TZVPD basis set.

As for the total energy: -80396.99876 eV. As for the orbital gap (alpha / beta): 4.41 / 4.09 eV. The HOMO energy (alpha / beta) is -0.2365 / -0.2295 Eh. The relative energy (zero: lowest compared OMol25 entry of this formula, charge and spin) is 1.765 eV.

```
45
Properties=species:S:1:pos:R:3:mulliken_charge:R:1
Pt -0.923 -2.430 -1.415 0.513
S -1.141 -2.766 1.086 -0.420
S -2.689 -4.031 1.254 -0.099
S -2.421 -5.536 -0.238 -0.115
S -1.358 -4.709 -1.764 -0.297
C -1.306 -0.562 -1.266 -0.232
C -1.296 0.650 -0.976 0.088
C -1.231 1.951 -0.635 0.003
C -2.118 2.462 0.412 0.413
C -2.731 1.566 1.297 -0.585
C -3.552 2.029 2.307 -0.675
C -3.805 3.390 2.433 -0.373
C -3.230 4.286 1.542 -0.755
C -2.392 3.829 0.540 -0.137
C -0.181 2.767 -1.263 0.578
C 0.499 3.751 -0.538 -0.184
C 1.541 4.456 -1.117 -0.729
C 1.910 4.200 -2.431 -0.415
C 1.236 3.229 -3.162 -0.599
C 0.215 2.502 -2.577 -0.583
H -2.532 0.506 1.188 0.490
H -3.991 1.328 3.005 0.406
H -4.456 3.751 3.219 0.387
H -3.430 5.345 1.634 0.387
H -1.983 4.528 -0.177 0.565
H 0.244 3.921 0.500 0.558
H 2.072 5.201 -0.540 0.399
H 2.733 4.741 -2.878 0.391
H 1.512 3.034 -4.189 0.393
H -0.298 1.727 -3.131 0.410
S 1.362 -2.564 -2.371 -0.380
C 1.799 -3.146 -0.797 -0.061
N 2.295 -2.306 0.109 -0.058
C 2.664 -2.713 1.460 -0.514
C 3.172 -4.144 1.413 -0.637
C 2.106 -5.011 0.764 -0.549
N 1.765 -4.440 -0.532 -0.031
H 2.235 -1.327 -0.118 0.227
H 1.795 -2.643 2.120 0.255
H 3.436 -2.035 1.822 0.380
H 3.395 -4.502 2.417 0.351
H 4.086 -4.187 0.817 0.301
H 1.216 -5.058 1.398 0.265
H 2.468 -6.025 0.603 0.381
H 1.308 -5.017 -1.225 0.288
```

This record from OMol25 describes a molecular structure, C28H30IrN4O6S2 in a non-equilibrium geometry. The level of theory is ωB97M-V with the def2-TZVPD basis set.

As for the total energy: -72269.99710 eV. As for the orbital gap (alpha / beta): 4.83 / 5.39 eV. The HOMO energy (alpha / beta) is -0.2065 / -0.3119 Eh. Its expectation value of S² is 8.86. As for the multiplicity: 6.

```
71
Properties=species:S:1:pos:R:3:lowdin_spin:R:1
Ir -6.476 -16.904 -6.921 1.656
C -5.904 -13.817 -8.960 0.000
C -6.629 -13.026 -7.826 0.017
C -7.231 -13.867 -6.671 0.031
N -6.442 -15.007 -6.238 0.355
C -5.533 -14.804 -5.230 0.219
C -5.176 -13.417 -4.917 0.139
C -4.361 -12.962 -3.948 0.069
C -3.815 -13.701 -2.851 0.250
C -3.899 -15.014 -2.598 0.018
C -4.250 -16.152 -3.397 0.381
C -4.932 -16.017 -4.708 0.149
N -5.094 -17.112 -5.535 0.267
C -4.584 -18.450 -5.166 0.024
C -4.174 -19.273 -6.330 0.005
C -5.269 -19.768 -7.221 0.025
N -5.803 -18.679 -7.998 0.233
C -6.582 -18.822 -9.038 0.030
C -7.006 -20.167 -9.367 0.284
C -7.694 -20.592 -10.547 -0.008
C -7.944 -19.975 -11.709 0.212
C -7.716 -18.562 -11.993 -0.011
C -7.348 -17.595 -11.143 0.107
C -7.013 -17.633 -9.679 0.012
N -7.172 -16.573 -8.964 0.107
C -7.830 -15.457 -9.566 0.011
C -6.881 -14.363 -10.028 0.004
H -5.314 -14.658 -8.556 0.000
H -5.317 -13.049 -9.542 0.000
H -7.352 -12.342 -8.246 0.001
H -5.894 -12.336 -7.415 0.001
H -8.224 -14.344 -6.970 0.006
H -7.384 -13.222 -5.780 0.004
H -5.456 -12.676 -5.679 0.005
H -4.037 -11.941 -3.980 0.000
H -3.197 -13.130 -2.169 0.013
H -3.531 -15.294 -1.617 -0.006
H -4.119 -17.050 -2.879 0.024
H -5.358 -18.996 -4.672 0.007
H -3.646 -18.229 -4.630 0.004
H -3.616 -20.097 -5.916 0.000
H -3.443 -18.794 -7.009 0.000
H -6.047 -20.395 -6.678 0.008
H -4.805 -20.530 -7.848 0.006
H -7.058 -20.871 -8.535 0.011
H -8.161 -21.578 -10.493 -0.005
H -8.426 -20.496 -12.529 0.011
H -7.969 -18.280 -13.021 -0.004
H -7.334 -16.571 -11.562 0.004
H -8.455 -14.999 -8.798 0.003
H -8.549 -15.757 -10.316 0.002
H -7.495 -13.570 -10.390 0.000
H -6.278 -14.700 -10.914 0.000
O -8.147 -19.732 -3.845 0.017
S -8.232 -18.755 -4.902 0.007
O -7.815 -19.185 -6.271 0.061
O -7.508 -17.520 -4.562 0.112
C -9.985 -18.444 -5.015 0.001
C -10.731 -18.910 -3.933 0.000
C -12.104 -18.647 -3.743 0.001
C -12.776 -17.909 -4.784 0.000
C -12.006 -17.489 -5.877 0.001
C -10.690 -17.776 -6.014 0.002
S -9.918 -17.113 -7.505 0.008
O -10.862 -16.178 -8.021 0.009
O -9.637 -18.225 -8.428 0.002
O -8.752 -16.455 -6.796 0.099
H -10.209 -19.456 -3.132 0.000
H -12.713 -19.041 -2.916 0.000
H -13.886 -17.834 -4.818 0.000
H -12.421 -16.861 -6.644 0.000
```

This record from OMol25 describes a molecular structure, C14H12BCl4N4O2PdS2. The level of theory is ωB97M-V with the def2-TZVPD basis set.

As for the total energy: -100678.21584 eV. As for the orbital gap (alpha / beta): 7.74 / 4.27 eV. Its total charge is +1. The HOMO energy (alpha / beta) is -0.4064 / -0.4114 Eh. Its expectation value of S² is 6.03. As for the multiplicity: 5.

```
40
Properties=species:S:1:pos:R:3:lowdin_spin:R:1
Pd -0.164 0.211 -0.368 1.159
Cl 3.807 -0.412 5.473 0.045
C 3.369 -0.335 3.833 0.140
C 4.309 -0.071 2.865 0.139
Cl 5.935 0.186 3.283 0.045
C 3.931 -0.002 1.483 0.299
Cl 5.071 0.285 0.293 0.141
C 2.562 -0.144 1.066 0.095
O 2.211 -0.034 -0.115 0.298
C 1.552 -0.435 2.113 0.103
O 0.365 -0.583 1.793 0.316
C 1.998 -0.548 3.472 0.303
Cl 0.855 -0.946 4.630 0.132
C 2.785 3.306 1.473 0.005
N 1.521 2.891 2.064 0.022
C 1.246 2.843 3.413 0.020
C -0.061 2.503 3.524 0.012
N -0.589 2.356 2.267 0.024
B -2.129 2.096 1.977 0.003
N -2.465 0.585 2.267 0.020
C -2.766 0.107 3.520 0.009
C -3.059 -1.212 3.421 0.014
N -2.928 -1.540 2.094 0.017
C -3.140 -2.861 1.519 0.006
C -2.564 -0.438 1.410 0.027
S -2.341 -0.448 -0.310 0.304
C 0.388 2.596 1.380 0.021
S 0.325 2.524 -0.342 0.270
H 3.580 3.127 2.195 0.001
H 2.759 4.365 1.222 0.001
H 2.960 2.736 0.563 0.002
H 1.981 3.096 4.157 0.001
H -0.669 2.398 4.406 0.001
H -2.365 2.360 0.841 0.000
H -2.736 2.743 2.786 0.000
H -2.796 0.757 4.376 0.001
H -3.370 -1.929 4.159 0.001
H -3.425 -3.537 2.320 0.000
H -2.224 -3.212 1.048 0.001
H -3.933 -2.826 0.776 0.003
```

This record from OMol25 describes 2 unconnected molecules or ions with the total composition C3H6O3. The level of theory is ωB97M-V with the def2-TZVPD basis set.

As for the total energy: -9350.19978 eV. As for the orbital gap: 10.34 eV. The HOMO energy is -0.3455 Eh. The relative energy (zero: lowest compared OMol25 entry of this formula, charge and spin) is 1.117 eV.

```
12
Properties=species:S:1:pos:R:3:mulliken_charge:R:1
C 0.151 2.044 -0.231 -0.555
C -0.225 0.947 -0.876 -0.007
O 0.671 -0.036 -1.216 -0.635
H 1.187 2.200 0.056 0.236
H -0.577 2.807 0.015 0.248
H -1.258 0.759 -1.167 0.285
H 0.167 -0.863 -1.331 0.397
O -0.754 -2.042 -0.085 -0.564
C -0.339 -1.820 1.035 0.221
O 0.724 -1.095 1.344 -0.420
H -0.820 -2.207 1.941 0.363
H 1.073 -0.694 0.514 0.431
```

This record from OMol25 describes 2 unconnected molecules or ions with the total composition C4H12 in a non-equilibrium geometry. The level of theory is ωB97M-V with the def2-TZVPD basis set.

As for the total energy: -4341.59732 eV. As for the orbital gap: 12.48 eV. The HOMO energy is -0.4185 Eh. The relative energy (zero: lowest compared OMol25 entry of this formula, charge and spin) is 0.931 eV.

```
16
Properties=species:S:1:pos:R:3:mulliken_charge:R:1
C 0.534 1.797 1.026 -0.730
C 1.312 2.639 -0.037 -0.769
H 0.977 1.679 2.010 0.342
H -0.456 2.201 1.206 0.280
H 0.630 0.726 0.816 0.104
H 1.195 2.211 -1.055 0.286
H 2.250 2.780 0.451 0.252
H 0.830 3.597 -0.065 0.238
C -0.867 -2.149 0.263 -0.791
C -1.005 -2.300 -1.308 -0.795
H 0.129 -1.996 0.679 0.242
H -1.409 -1.251 0.495 0.241
H -1.168 -3.116 0.681 0.301
H -0.146 -1.820 -1.746 0.247
H -0.846 -3.348 -1.573 0.270
H -1.940 -1.882 -1.651 0.283
```